Molecular formula: C16H40IN3O7PS
Method: DFT, the ωB97M-V functional and the def2-TZVPD basis

## Properties
F_max ... 7.49 eV Å⁻¹
Gap between HOMO and LUMO ... 8.7 eV
Multiplicity ... 1
E_tot ... -2361.11799 a.u.
Total charge ... +1

Each line ends with the Löwdin charge.
CARTESIAN COORDINATES (ANGSTROEM)
C 0.577 -3.944 0.702  -0.289
P -0.157 -4.092 -1.054  0.891
C 1.172 -4.361 -2.395  -0.296
N -1.307 -2.792 -1.447  -0.324
C -2.601 -3.332 -2.010  -0.403
N -3.260 -4.409 -1.177  -0.001
C -3.617 -2.033 -2.044  -0.633
I -5.534 -2.839 -2.863  0.846
O -3.141 -1.091 -3.031  -0.244
C -1.808 -0.479 -2.686  -0.344
C -2.126 0.473 -1.394  -0.123
C -1.466 1.941 -1.332  -0.096
C -0.232 2.117 -0.217  -0.303
N 0.936 3.021 -0.623  0.086
O -0.200 1.487 0.963  -0.084
C -1.488 0.321 -4.088  -0.010
C 0.257 0.254 -4.426  -0.154
C 1.188 1.479 -3.622  -0.036
O 0.836 1.467 -5.230  -0.232
C -0.712 -1.677 -2.332  -0.447
S 0.746 -1.054 -1.265  0.777
H 0.118 -2.993 1.229  0.046
H 0.392 -4.934 1.343  0.079
H 1.731 -3.730 0.578  0.068
H 0.677 -4.163 -3.459  0.066
H 2.110 -3.680 -2.230  0.051
H 1.436 -5.524 -2.382  0.084
H -1.544 -2.306 -0.537  0.137
H -2.393 -3.769 -3.100  0.191
H -2.818 -5.350 -1.311  0.082
H -3.227 -4.122 -0.171  0.083
H -3.911 -1.614 -0.994  0.117
H -1.833 -0.098 -0.387  0.112
H -3.308 0.622 -1.303  0.154
H -1.073 2.417 -2.317  0.090
H -2.306 2.691 -0.929  0.149
H 1.768 2.877 -0.011  0.091
H 0.646 4.020 -0.692  0.105
H -1.789 1.441 -4.115  0.128
H -1.915 -0.274 -5.019  0.144
H 0.781 -0.879 -4.560  0.162
H 0.746 2.572 -3.580  0.122
H 2.324 1.217 -3.769  0.117
H -0.366 -2.226 -3.305  0.123
H 0.366 -1.121 0.105  -0.070
C 1.718 2.126 4.175  -0.157
O 2.566 2.047 3.044  -0.147
H 2.217 2.708 4.953  0.081
H 0.783 2.619 3.897  0.077
H 1.514 1.119 4.550  0.075
H 2.096 1.525 2.371  0.052
C 4.662 4.701 3.260  -0.179
O 5.675 5.638 3.574  -0.132
H 3.772 4.929 3.852  0.063
H 4.418 4.769 2.197  0.079
H 5.009 3.693 3.501  0.076
H 6.452 5.411 3.035  0.084
C -3.545 -6.050 2.785  -0.154
O -2.637 -6.024 1.699  -0.162
H -3.689 -5.031 3.151  0.081
H -4.503 -6.453 2.450  0.082
H -3.137 -6.669 3.587  0.082
H -2.528 -6.941 1.395  0.088
C 2.757 7.489 4.065  -0.171
O 1.545 6.760 3.995  -0.140
H 3.421 7.153 3.266  0.066
H 2.549 8.555 3.939  0.079
H 3.234 7.312 5.032  0.085
H 0.976 7.080 4.715  0.082

Forces on atoms 1 to 6 (eV/Å):
C 1.01 1.18 0.46
P 0.78 -4.31 0.61
C 0.44 0.48 -0.80
N 0.22 2.46 0.21
C -2.86 -1.18 -0.43
N 1.80 1.38 -0.40



Molecular formula: C16H25BClGaO14PS
Method: DFT, the ωB97M-V functional and the def2-TZVPD basis

## Properties
F_max ... 9.56 eV Å⁻¹
Gap between HOMO and LUMO ... 5.9 eV
Multiplicity ... 1
E_tot ... -4827.40438 a.u.
Total charge ... -1

Each line ends with the Löwdin charge.
CARTESIAN COORDINATES (ANGSTROEM)
C 3.698 3.834 -0.990  0.003
C 2.429 3.744 -1.638  -0.193
C 0.870 3.752 -2.242  -0.320
Ga -0.389 4.270 -0.688  0.013
Cl 0.324 6.354 0.040  -0.025
P -0.093 2.758 1.109  0.157
S 0.590 1.090 0.294  0.025
B -2.384 4.483 -1.200  -0.520
O -3.188 5.492 -0.423  -0.067
O -3.122 3.734 -2.234  -0.130
C -4.567 3.680 -1.959  -0.147
H 4.538 4.229 -0.239  0.015
H 0.648 2.721 -2.751  0.056
H 0.849 4.595 -3.082  0.063
H 0.893 3.270 2.047  -0.066
H -1.388 2.512 1.691  -0.092
H -2.785 5.422 0.510  0.089
H -5.050 2.944 -2.752  0.097
H -4.846 3.298 -0.878  0.101
H -5.123 4.725 -2.108  0.104
C -1.175 -3.181 0.591  -0.147
C -0.033 -4.096 0.892  -0.139
O 0.957 -3.698 -0.038  0.029
C 0.679 -2.407 -0.385  -0.544
O 1.424 -1.694 -1.037  0.083
O -0.538 -2.018 0.095  0.026
H -1.768 -2.948 1.480  0.123
H -1.837 -3.579 -0.184  0.107
H 0.358 -3.957 1.906  0.134
H -0.295 -5.148 0.753  0.131
C 1.345 -5.174 -3.534  -0.125
C 0.284 -5.497 -4.536  -0.142
O -0.850 -5.767 -3.734  0.065
C -0.657 -5.124 -2.545  -0.478
O -1.511 -5.002 -1.682  0.129
O 0.614 -4.635 -2.448  0.060
H 2.068 -4.447 -3.913  0.144
H 1.881 -6.065 -3.191  0.137
H 0.059 -4.651 -5.194  0.137
H 0.541 -6.365 -5.149  0.134
C 7.731 3.785 2.733  -0.148
C 7.438 4.553 1.485  -0.140
O 6.033 4.443 1.359  0.024
C 5.540 4.197 2.608  -0.509
O 4.355 4.213 2.896  0.147
O 6.545 3.931 3.492  0.060
H 8.591 4.186 3.277  0.133
H 7.898 2.720 2.539  0.135
H 7.703 5.612 1.574  0.135
H 7.940 4.133 0.610  0.138
C -6.290 -3.423 2.739  -0.145
C -5.262 -2.375 2.463  -0.136
O -4.058 -2.975 2.901  0.054
C -4.250 -4.326 2.859  -0.516
O -3.366 -5.153 3.009  0.131
O -5.560 -4.631 2.627  0.061
H -7.113 -3.399 2.019  0.136
H -6.700 -3.351 3.751  0.134
H -5.174 -2.145 1.395  0.141
H -5.455 -1.448 3.011  0.139

Forces on atoms 1 to 6 (eV/Å):
C -8.78 0.34 -3.76
C 7.45 1.07 4.41
C 2.87 -0.06 -0.77
Ga 0.91 0.26 -0.65
Cl -0.24 -0.42 -0.06
P 0.71 -0.02 -0.67



Molecular formula: C3H9NO2
Method: DFT, the ωB97M-V functional and the def2-TZVPD basis

## Properties
SMILES ... CC(N)=O.CO
F_max ... 3.37 eV Å⁻¹
Gap between HOMO and LUMO ... 10.0 eV
Multiplicity ... 1
E_tot ... -324.92631 a.u.
ΔE to the lowest compared entry with this formula, charge and spin ... 29.1 kcal per mole

Each line ends with the Löwdin charge.
CARTESIAN COORDINATES (ANGSTROEM)
C -0.576 -1.042 -0.938  -0.008
C -1.007 0.386 -0.774  -0.472
N -2.323 0.615 -1.243  0.140
O -0.388 1.210 -0.050  -0.010
H 0.174 -1.252 -0.151  0.085
H -0.031 -1.390 -1.818  0.090
H -1.423 -1.714 -0.908  0.075
H -2.746 1.512 -0.976  0.115
H -2.859 -0.051 -1.740  0.080
C 1.921 0.077 1.745  -0.197
O 2.250 0.762 0.533  -0.198
H 2.261 -0.984 1.633  0.075
H 2.498 0.602 2.574  0.086
H 0.859 0.099 2.004  0.060
H 1.390 1.169 0.108  0.078

Forces on atoms 1 to 6 (eV/Å):
C 1.44 -0.69 0.25
C -1.26 1.03 1.29
N 2.37 1.80 1.50
O -1.83 -1.51 -2.39
H -0.74 0.01 -0.07
H -0.09 0.89 -0.48



Molecular formula: C3H15NO3S
Method: DFT, the ωB97M-V functional and the def2-TZVPD basis

## Properties
SMILES ... CNCCS.O.O.O
F_max ... 3.04 eV Å⁻¹
Gap between HOMO and LUMO ... 9.6 eV
Multiplicity ... 1
E_tot ... -801.89314 a.u.
ΔE to the lowest compared entry with this formula, charge and spin ... 35.5 kcal per mole

Each line ends with the Löwdin charge.
CARTESIAN COORDINATES (ANGSTROEM)
C 1.266 -1.092 -2.030  -0.136
N 0.332 -1.539 -1.000  -0.181
C -0.814 -0.592 -0.838  -0.258
C -1.686 -1.062 0.386  -0.627
S -2.036 0.179 1.594  0.673
H 1.975 -0.335 -1.590  0.079
H 0.824 -0.649 -2.996  0.110
H 2.018 -1.818 -2.354  0.075
H -0.070 -2.442 -1.307  0.134
H -0.421 0.481 -0.795  0.103
H -1.643 -0.624 -1.632  0.131
H -2.666 -1.451 0.053  0.062
H -1.300 -1.994 0.886  0.080
H -3.288 -0.078 2.204  -0.108
O 2.276 1.671 0.238  -0.100
H 2.282 0.755 0.649  0.027
H 2.999 2.084 0.756  0.065
O -0.004 2.857 -0.950  -0.119
H 0.622 2.233 -0.477  -0.008
H -0.308 3.105 -0.044  0.046
O 1.860 -1.055 0.959  -0.121
H 2.595 -1.598 0.619  0.061
H 0.991 -1.080 0.439  0.010

Forces on atoms 1 to 6 (eV/Å):
C 1.30 1.73 -1.05
N -1.93 -0.16 -1.78
C -1.37 0.28 -0.02
C -0.76 -2.27 0.05
S -0.61 1.56 1.53
H -1.11 -0.16 -0.34



Molecular formula: C24H33InN11O4P
Method: DFT, the ωB97M-V functional and the def2-TZVPD basis

## Properties
F_max ... 0.20 eV Å⁻¹
Gap between HOMO and LUMO ... 7.9 eV
Multiplicity ... 1
E_tot ... -2368.77180 a.u.
Total charge ... +2

Each line ends with the Löwdin charge.
CARTESIAN COORDINATES (ANGSTROEM)
In 0.150 -0.070 -0.114  0.856
C -2.557 4.111 2.686  0.001
N -1.823 3.466 1.600  -0.105
C -1.390 4.083 0.460  -0.009
C -0.763 3.127 -0.284  -0.077
N -0.815 1.941 0.386  0.017
C -1.456 2.167 1.525  -0.427
P -1.884 0.901 2.765  1.210
C -0.214 0.190 3.008  -0.408
N 0.603 -0.227 2.045  0.011
C 1.737 -0.697 2.644  -0.064
C 1.601 -0.565 3.993  -0.013
N 0.372 -0.005 4.210  -0.104
C -0.173 0.291 5.533  0.005
C -2.530 -0.336 1.599  -0.433
N -1.943 -0.758 0.482  0.021
C -2.763 -1.702 -0.069  -0.069
C -3.863 -1.842 0.726  -0.004
N -3.705 -0.981 1.774  -0.108
C -4.649 -0.809 2.876  -0.002
H -2.693 5.158 2.432  0.102
H -3.534 3.649 2.810  0.095
H -1.996 4.044 3.615  0.097
H -1.567 5.128 0.276  0.137
H -0.303 3.211 -1.251  0.105
H 2.559 -1.098 2.077  0.127
H 2.262 -0.818 4.804  0.141
H 0.515 0.938 6.071  0.106
H -1.129 0.794 5.428  0.063
H -0.313 -0.634 6.088  0.107
H -2.515 -2.209 -0.986  0.083
H -4.733 -2.469 0.630  0.139
H -5.517 -1.430 2.679  0.102
H -4.198 -1.118 3.816  0.097
H -4.969 0.229 2.942  0.093
C 3.497 3.562 -0.447  0.008
N 3.622 2.326 -1.217  -0.111
C 4.723 2.274 -2.177  -0.003
C 2.836 1.293 -0.968  -0.369
O 1.923 1.326 -0.117  -0.014
C 3.057 0.009 -1.750  -0.090
O 2.267 -0.961 -1.104  -0.179
C 2.052 -2.148 -1.843  -0.073
C 0.976 -2.893 -1.078  -0.392
O 0.333 -2.250 -0.208  -0.033
N 0.746 -4.158 -1.323  -0.119
C -0.333 -4.862 -0.633  -0.002
C 1.355 -4.899 -2.421  -0.001
H 4.443 3.773 0.051  0.108
H 3.260 4.388 -1.117  0.104
H 2.712 3.450 0.293  0.088
H 5.648 1.955 -1.696  0.112
H 4.496 1.612 -3.008  0.094
H 4.870 3.273 -2.581  0.105
H 2.738 0.149 -2.788  0.151
H 4.111 -0.283 -1.733  0.153
H 1.691 -1.924 -2.853  0.155
H 2.977 -2.724 -1.902  0.147
H -0.950 -4.151 -0.096  0.078
H -0.938 -5.376 -1.376  0.101
H 0.090 -5.586 0.063  0.108
H 2.219 -4.385 -2.830  0.086
H 1.671 -5.877 -2.060  0.108
H 0.614 -5.027 -3.210  0.105
N -0.754 1.827 -3.707  0.199
C -0.729 0.595 -3.153  -0.451
O 0.098 0.420 -2.172  -0.090
C -1.555 -0.408 -3.662  -0.183
C -1.421 -1.739 -3.220  -0.175
N -1.320 -2.835 -2.862  0.205
C -2.428 -0.100 -4.741  -0.213
N -3.123 0.250 -5.589  0.172
H -1.265 1.982 -4.563  0.112
H -0.012 2.462 -3.477  0.110

Forces on atoms 1 to 6 (eV/Å):
In -0.10 -0.01 -0.17
C -0.01 0.01 0.01
N 0.00 0.00 0.01
C 0.02 -0.01 -0.01
C -0.02 0.00 0.00
N 0.05 0.01 0.08